The following is a DFT calculation (ωB97M-V/def2-TZVPD) of 4 unconnected molecules or ions with the total composition C23H28F24N5O11P2S2 at a distorted geometry.

Each atom is followed by the atoms it is bonded to, with distances in Å.
Cartesian coordinates (Å):
1 C -3.4664 -5.0266 1.3708  C2 1.665, H26 1.193, H27 1.175, H28 1.190
2 C -4.4347 -3.7516 0.9142  C1 1.665, C3 1.671, O21 1.473, H29 1.192
3 C -3.4187 -2.4251 0.9000  C2 1.671, O4 1.471, H30 1.170, H31 1.193
4 O -3.9816 -1.2671 0.1894  C3 1.471, C5 1.471
5 C -3.0745 -0.7443 -0.8437  O4 1.471, O6 1.362, C7 1.639
6 O -3.5957 -0.6530 -2.0991  C5 1.362
7 C -1.5398 -0.2122 -0.6278  C5 1.639, S8 1.872, H32 1.190, H33 1.189
8 S -0.2044 -1.5031 -0.8587  C7 1.872, N9 1.746
9 N -0.3563 -2.3633 -2.3701  S8 1.746, N10 1.387, N16 1.414
10 N -1.4555 -2.5612 -3.1922  N9 1.387, N11 1.392
11 N -1.3133 -3.3345 -4.3404  N10 1.392, C12 1.541
12 C 0.1822 -3.6815 -4.2013  N11 1.541, P13 1.909, N16 1.512
13 P 0.9612 -4.7606 -5.5697  C12 1.909, N14 1.815, O15 1.741
14 N 0.7877 -3.7585 -7.0734  P13 1.815, H34 1.062, H35 1.063
15 O -0.0495 -6.1550 -5.8261  P13 1.741, H36 1.007
16 N 0.7376 -3.0521 -2.9432  N9 1.414, C12 1.512, P17 1.792
17 P 2.4209 -3.2251 -2.3520  N16 1.792, O18 1.612, O19 1.776, O20 1.747
18 O 2.5487 -4.3275 -1.1822  P17 1.612
19 O 3.5477 -3.7603 -3.6165  P17 1.776, H37 1.022
20 O 3.1083 -1.7566 -1.7015  P17 1.747, H38 1.020
21 O -5.0159 -3.9911 -0.4175  C2 1.473, C22 1.472
22 C -5.9629 -5.1179 -0.4201  O21 1.472, O23 1.336, C24 1.663
23 O -6.5347 -5.6810 0.6479  C22 1.336
24 C -6.4081 -5.7138 -1.9072  C22 1.663, S25 1.873, H39 1.172, H40 1.194
25 S -4.9632 -6.4439 -2.8487  C24 1.873, H41 1.405
26 H -3.4196 -5.8534 0.5126  C1 1.193
27 H -2.3570 -4.7065 1.5863  C1 1.175
28 H -3.8515 -5.5545 2.3657  C1 1.190
29 H -5.2793 -3.6473 1.7483  C2 1.192
30 H -2.3986 -2.8188 0.4836  C3 1.170
31 H -3.3400 -2.1039 2.0463  C3 1.193
32 H -1.3685 0.2771 0.4432  C7 1.190
33 H -1.3778 0.6702 -1.4086  C7 1.189
34 H 0.8927 -2.7663 -6.7100  N14 1.062
35 H -0.2495 -3.8186 -7.2987  N14 1.063
36 H -0.1445 -6.7082 -4.9905  O15 1.007
37 H 4.0522 -4.5463 -3.2010  O19 1.022
38 H 2.8577 -1.7226 -0.7136  O20 1.020
39 H -6.9167 -4.8450 -2.5079  C24 1.172
40 H -7.2394 -6.5637 -1.8012  C24 1.194
41 H -4.1167 -7.2038 -2.0239  S25 1.405
42 C -3.3437 4.4259 -1.1809  C43 1.537, O49 1.431, H56 1.097, H57 1.097
43 C -1.9188 3.9816 -0.8155  C42 1.537, C44 1.525, F47 1.360, F48 1.371
44 C -1.0259 5.0803 -0.2487  C43 1.525, F45 1.351, F46 1.360, H58 1.094
45 F -0.8496 6.1054 -1.1111  C44 1.351
46 F 0.2158 4.5946 0.0221  C44 1.360
47 F -1.3489 3.3855 -1.8968  C43 1.360
48 F -2.0333 2.9960 0.1308  C43 1.371
49 O -3.5724 4.7524 -2.5548  C42 1.431, C50 1.427
50 C -3.2022 6.0762 -2.9370  O49 1.427, C51 1.532, F54 1.354, F55 1.361
51 C -2.0403 6.1082 -3.9352  C50 1.532, F52 1.358, F53 1.360, H59 1.095
52 F -0.9389 5.4780 -3.4501  C51 1.358
53 F -1.6632 7.3850 -4.2114  C51 1.360
54 F -2.9637 6.8084 -1.8235  C50 1.354
55 F -4.3108 6.6198 -3.5100  C50 1.361
56 H -3.9941 3.5613 -0.9986  C42 1.097
57 H -3.7274 5.2007 -0.5056  C42 1.097
58 H -1.4334 5.4782 0.6856  C44 1.094
59 H -2.3143 5.6212 -4.8772  C51 1.095
60 C -0.0480 6.1855 4.0928  C61 1.537, O67 1.431, H74 1.097, H75 1.097
61 C -1.4423 5.9451 3.4932  C60 1.537, C62 1.525, F65 1.360, F66 1.371
62 C -2.6046 6.4559 4.3380  C61 1.525, F63 1.351, F64 1.360, H76 1.094
63 F -2.6567 5.8768 5.5576  C62 1.351
64 F -3.7920 6.1778 3.7350  C62 1.360
65 F -1.5796 4.6231 3.2055  C61 1.360
66 F -1.4789 6.5910 2.2843  C61 1.371
67 O 0.5298 5.0913 4.8107  C60 1.431, C68 1.427
68 C 0.1114 4.9638 6.1688  O67 1.427, C69 1.532, F72 1.354, F73 1.361
69 C -0.6962 3.6881 6.4290  C68 1.532, F70 1.358, F71 1.360, H77 1.095
70 F -1.7946 3.6133 5.6332  C69 1.358
71 F -1.1459 3.6429 7.7115  C69 1.360
72 F -0.5437 6.0896 6.5380  C68 1.354
73 F 1.2544 4.9387 6.9075  C68 1.361
74 H 0.6314 6.3391 3.2452  C60 1.097
75 H 0.0089 7.1235 4.6589  C60 1.097
76 H -2.5502 7.5408 4.4705  C62 1.094
77 H -0.0918 2.7931 6.2470  C69 1.095
78 C 6.4887 -3.6035 0.8840  C79 1.537, O85 1.431, H92 1.097, H93 1.097
79 C 5.9306 -2.2812 1.4330  C78 1.537, C80 1.525, F83 1.360, F84 1.371
80 C 6.0099 -1.0993 0.4725  C79 1.525, F81 1.351, F82 1.360, H94 1.094
81 F 7.2780 -0.8063 0.1099  C80 1.351
82 F 5.5129 0.0247 1.0560  C80 1.360
83 F 6.5373 -2.0012 2.6174  C79 1.360
84 F 4.6108 -2.4949 1.7366  C79 1.371
85 O 7.8339 -3.9238 1.2506  C78 1.431, C86 1.427
86 C 8.8458 -3.3155 0.4495  O85 1.427, C87 1.532, F90 1.354, F91 1.361
87 C 9.7025 -2.3116 1.2277  C86 1.532, F88 1.358, F89 1.360, H95 1.095
88 F 8.9488 -1.3287 1.7857  C87 1.358
89 F 10.5994 -1.6941 0.4134  C87 1.360
90 F 8.2742 -2.7798 -0.6546  C86 1.354
91 F 9.6295 -4.3360 0.0053  C86 1.361
92 H 5.8896 -4.4039 1.3357  C78 1.097
93 H 6.3198 -3.7143 -0.1942  C78 1.097
94 H 5.4238 -1.2855 -0.4326  C80 1.094
95 H 10.2558 -2.8049 2.0340  C87 1.095

Maximum force   9.37 eV Å⁻¹
HOMO-LUMO gap   0.208 hartree
Charge   +1
E_tot   -159727.244 eV